[1]
Computed, not measured: 3 unconnected molecules or ions with the total composition C3H10O3 in a non-equilibrium geometry, with ωB97M-V/def2-TZVPD.

As for the charge: 0. As for the structure (SMILES): C/C=C/O.O.O. The calculation puts the HOMO energy at -9.68 eV. The total energy is -345.97504 Ha. The HOMO-LUMO gap comes out at 10.4596 eV.

XYZ file:
```
16
Properties=species:S:1:pos:R:3:forces:R:3:nbo_charge:R:1
C -1.40058 1.17412 1.68312 0.4 1.3 -0.9 -0.651
C -0.43318 0.07655 1.35433 -0.4 -0.4 0.1 -0.221
C 0.08115 -0.03794 0.13200 1.4 1.4 0.4 0.085
O 1.15752 -0.84558 -0.22258 0.0 0.4 0.7 -0.736
H -2.35679 0.98627 2.16186 0.1 -0.7 0.1 0.227
H -1.63078 1.69231 0.74023 -0.1 -0.1 0.2 0.206
H -0.90453 1.95366 2.27190 0.0 -0.2 0.2 0.224
H -0.12019 -0.56935 2.16788 0.0 -0.3 -0.2 0.212
H 0.08729 0.81490 -0.55086 -1.0 -0.2 -0.2 0.170
H 0.83014 -1.67830 -0.51526 -0.3 -1.1 -0.4 0.490
O -2.81482 -1.27081 -0.91016 0.5 -0.2 0.9 -0.935
H -3.25510 -0.89909 -1.65281 -0.7 0.3 -1.1 0.464
H -2.43142 -0.50059 -0.47525 0.2 -0.2 0.2 0.470
O 3.35769 0.90242 -1.48707 -0.3 0.4 -0.1 -0.949
H 2.80780 0.24888 -1.05637 -0.5 -0.3 0.2 0.483
H 4.22376 0.51425 -1.46711 0.7 -0.2 0.0 0.462
```
Positions in Å, forces in eV/Å.

=====

[2]
Computed, not measured: 11 unconnected molecules or ions with the total composition C5H27O12 in a non-equilibrium geometry, with ωB97M-V/def2-TZVPD.

As for the charge: -1. The calculation puts the HOMO energy at -6.77 eV. The total energy is -1109.63793 Ha. The HOMO-LUMO gap comes out at 9.6637 eV.

XYZ file:
```
44
Properties=species:S:1:pos:R:3:forces:R:3:nbo_charge:R:1
O -2.01581 -1.50003 -0.20355 -0.2 -1.3 0.3 -0.757
C -0.88821 -1.21153 0.26842 -2.9 0.4 -1.0 0.800
O -0.35388 -1.84551 1.21630 0.7 1.3 0.1 -0.791
C -0.40380 0.04777 -0.39466 1.7 1.9 2.4 -0.519
C -0.06570 -0.12905 -1.87118 -1.5 -3.1 0.6 -0.495
C 0.64460 1.04438 -2.33703 2.5 0.2 -1.9 -0.149
C 1.84724 1.01613 -2.99144 -0.5 -2.9 1.4 -0.451
H 0.50159 0.31219 0.23890 -0.5 0.2 -1.1 0.210
H -1.13364 0.93630 -0.20330 1.1 -1.9 -0.4 0.231
H -1.02877 -0.40317 -2.43910 1.4 0.9 0.7 0.264
H 0.46004 -1.12817 -1.96737 0.2 1.3 -0.1 0.217
H 0.15164 1.98970 -2.10460 0.2 0.0 -0.4 0.209
H 2.52623 0.00951 -3.07779 -2.1 2.5 -0.2 0.203
H 2.28768 1.89638 -3.36123 0.6 1.0 -0.3 0.193
H -3.04903 0.84693 -3.55309 2.1 0.8 0.0 0.495
H -1.72136 1.21418 -2.91085 0.4 0.1 2.0 0.468
O -2.11605 1.18731 -3.74421 -2.7 -0.4 -2.8 -0.963
H -2.73374 0.02239 1.57071 0.5 1.7 0.8 0.488
H -1.81766 0.72199 2.58838 1.6 -0.4 1.4 0.502
O -2.51433 0.91907 1.99117 -2.2 -2.1 -2.2 -1.000
H 0.39648 -4.12807 -0.05474 0.1 -0.4 -0.2 0.455
H 0.28920 -3.25481 1.08303 -1.2 1.5 0.9 0.478
O 0.70572 -4.05814 0.85197 1.2 -2.4 -0.9 -0.973
H 2.59664 1.20454 2.05000 0.6 0.9 -0.9 0.482
H 2.20336 -0.18427 2.42236 -0.1 0.8 0.0 0.490
O 2.11218 0.75582 2.72099 -0.2 -0.9 0.8 -1.007
H -2.80405 -0.50797 -1.27023 -0.7 2.2 0.8 0.524
H -3.33548 1.05387 -0.84875 0.2 -0.1 0.8 0.478
O -3.23335 0.40327 -1.53361 0.0 -1.9 -1.1 -1.055
H -3.90278 2.48563 0.96974 -0.1 0.5 0.2 0.461
H -2.47745 2.25612 0.77115 -0.7 1.5 0.3 0.489
O -3.13740 3.01330 0.70465 0.7 -1.3 -0.6 -0.967
H -0.01274 -0.28431 3.26125 2.3 -4.0 -2.0 0.474
H 0.19339 1.18380 3.40596 -0.3 -1.1 0.2 0.507
O -0.41621 0.43130 3.59797 -2.1 4.9 2.0 -0.953
H 3.40576 2.18185 -1.01789 0.6 -0.5 2.3 0.471
H 3.97165 0.98902 -0.22031 -0.1 0.2 0.1 0.492
O 3.72698 1.92724 -0.08314 -0.6 0.2 -2.3 -0.977
H 2.61304 -2.12945 1.79656 2.3 -4.5 3.0 0.472
H 1.26486 -1.67351 1.27777 0.9 0.4 -0.1 0.513
O 2.27851 -1.48289 1.30283 -3.4 3.6 -2.6 -0.994
H 2.86016 -0.23320 -1.31869 0.4 -0.5 0.2 0.468
H 3.05703 -1.21114 -0.22154 -1.2 -1.2 2.3 0.494
O 3.51778 -0.84729 -0.93526 1.0 1.7 -2.6 -0.978
```
Positions in Å, forces in eV/Å.

=====

[3]
Computed, not measured: 2 unconnected molecules or ions with the total composition C4H8N4S in a non-equilibrium geometry, with ωB97M-V/def2-TZVPD.

As for the charge: -2. The calculation puts the HOMO energy at 0.44 eV. The total energy is -774.20414 Ha. The HOMO-LUMO gap comes out at 5.5507 eV.

XYZ file:
```
17
Properties=species:S:1:pos:R:3:forces:R:3:nbo_charge:R:1
C -3.32207 0.21549 -0.51677 2.1 -1.1 1.1 -0.330
C -2.14756 -0.58378 -0.08816 -4.1 4.6 1.9 0.090
C 3.17541 -1.37781 0.89418 -3.5 -0.5 1.0 -0.431
C 0.05343 1.64261 -0.47836 -0.9 1.3 -0.3 -0.452
N -2.48436 0.27609 0.80247 0.7 -1.5 -1.3 -0.420
N 1.57710 0.10674 0.01816 -0.9 0.5 0.5 -0.126
N 2.02865 -1.07563 0.00304 0.8 -2.1 -0.1 -0.472
N 0.43825 0.29758 -0.59962 2.2 -1.5 1.0 -0.456
S -4.91061 -0.46840 -0.43085 -1.2 -0.1 -0.4 -0.700
H -2.96798 0.94133 -1.21053 -0.6 1.0 -0.6 0.151
H -1.62203 -1.36688 -0.39442 2.5 -3.2 -0.5 0.193
H 4.08447 -1.48145 0.41311 2.0 -0.4 -1.4 0.145
H 3.31051 -0.63898 1.66248 0.0 0.8 0.6 0.154
H 2.92585 -2.36421 1.45097 0.5 1.3 -0.9 0.149
H -1.00821 1.68405 0.00798 2.0 0.5 -0.7 0.205
H 0.87010 2.27839 0.01965 -1.3 -0.6 -0.3 0.149
H -0.00096 1.91486 -1.55333 -0.5 1.0 0.4 0.150
```
Positions in Å, forces in eV/Å.

=====

Short version: LUMO = 0.78, 2.89, 5.99 eV, in the order given.
Short version: relative energy (zero: lowest compared OMol25 entry of this formula, charge and spin) = 1.0726, 1.2780, 1.9806 eV, in the order given.
Short version: M = 94.11, 279.26, 144.20 g/mol, in the order given.